33
Properties=species:S:1:pos:R:3 method="wB97M-V/def2-TZVPD" charge=+1 lumo_energy_ev=-3.68 largest_force_ev_per_a=4.8 homo_lumo_gap_ev=8.546 homo_ha=-0.4493
C 2.13057 1.43464 -2.18338
C 1.71527 0.46206 -0.97157
Br 2.93242 0.87367 0.53327
N 2.19914 -0.93953 -1.38187
C 1.55218 -1.89768 -0.39027
C 0.02122 -1.42444 -0.48281
C -1.06854 -1.98795 0.54433
C -0.47061 -2.63158 1.88311
N -1.03670 -2.43917 3.05746
C 0.15656 0.16678 -0.74999
Cl -0.46554 0.27170 -2.52104
C -0.78660 1.12956 0.06912
C -0.43778 2.00084 1.28663
C -1.42390 2.88629 2.07364
N -2.78913 2.93792 1.71190
C -3.14835 2.16276 0.58460
C -2.31244 1.23788 -0.31157
H 1.41323 2.33157 -2.28577
H 2.19867 0.87188 -3.18065
H 3.15922 1.90905 -1.96038
H 3.19767 -0.88094 -1.07998
H 2.04768 -1.15554 -2.38190
H 1.76303 -3.01390 -0.59815
H 1.87166 -1.81776 0.70312
H -0.30334 -1.86772 -1.49839
H -1.62370 -2.84071 -0.00499
H -1.87436 -1.24656 0.85528
H 0.44608 -3.30879 1.82214
H -1.85799 -1.81202 2.96123
H 0.64294 1.99576 1.67879
H -1.05136 3.47226 2.98692
H -4.26714 2.19953 0.31157
H -2.79281 0.66438 -1.16472

38
Properties=species:S:1:pos:R:3 method="wB97M-V/def2-TZVPD" charge=-2 spin_multiplicity=4 lumo_energy_ev="5.06 / 5.03" s2=3.763 largest_force_ev_per_a=3.0 homo_lumo_gap_ev="3.808 / 6.106" homo_ha="0.0460 / -0.0395"
C -1.13171 0.94682 -1.03934
C -1.29627 -0.48270 -1.19963
C 0.01396 -1.07471 -1.19884
C -2.55706 -1.16425 -1.58237
C 0.98232 -0.02175 -1.02234
C 0.27473 1.22841 -0.96813
C 0.91427 2.57809 -0.91853
C -2.22108 1.95856 -1.14275
C 0.33794 -2.48497 -1.55572
C 2.46441 -0.17610 -1.11193
Re -0.33813 -0.08035 0.74784
Cl -3.28826 -3.67268 0.48869
Cl -2.46076 -0.32144 1.72483
Cl -0.08506 -2.21361 1.53489
H -3.42657 -0.52374 -1.41384
H -2.70860 -2.06444 -0.94843
H -2.52507 -1.51530 -2.62517
H -0.45132 -3.15572 -1.21511
H 1.27751 -2.79741 -1.10002
H 0.44052 -2.59802 -2.64160
H 2.79742 -1.09593 -0.62228
H 2.98015 0.66402 -0.63806
H 2.78478 -0.21662 -2.16327
H 1.84732 2.54425 -0.34432
H 0.24800 3.30669 -0.44662
H 1.15748 2.93562 -1.92921
H -3.15709 1.56527 -0.73422
H -2.40156 2.24415 -2.18949
H -1.95074 2.86224 -0.58969
O -0.35476 1.64456 1.60764
H 0.00310 1.68266 2.51913
F 2.31091 1.09489 1.99536
C 1.64165 -0.08850 2.22949
F 2.51172 -1.10039 1.94099
C 1.39219 -0.12232 3.76871
F 2.56892 0.05308 4.42649
F 0.57152 0.92157 4.13602
F 0.83320 -1.25994 4.22082

31
Properties=species:S:1:pos:R:3 method="wB97M-V/def2-TZVPD" e_above_lowest_kj_mol=469.47 charge=+1 lumo_energy_ev=-3.41 largest_force_ev_per_a=5.1 homo_lumo_gap_ev=8.971 homo_ha=-0.4550
C -0.59235 -1.36195 0.01614
C -3.34861 2.91859 0.01624
C 0.08835 -0.16704 0.35625
C -2.37846 2.86235 -0.69753
C 3.27140 0.51960 -1.06939
C 3.52627 -0.51724 -0.02142
C 1.88816 1.15649 -0.78614
C 2.57743 -0.12180 1.05520
C 0.17473 0.98702 0.94786
C -1.92744 -1.66460 0.23364
C -2.65823 -2.80560 -0.39824
C -2.76545 -0.52109 0.73020
N 1.42078 0.46764 0.38014
F -1.32062 2.58230 -1.30478
F -0.22011 2.05739 1.48385
H 0.05295 -2.07295 -0.35759
H -4.05998 3.30822 0.58332
H 4.08234 1.30552 -1.15603
H 3.22190 0.06092 -2.02524
H 3.13429 -1.42092 -0.47445
H 4.60465 -0.59808 0.23269
H 2.05621 2.30498 -0.53002
H 1.22965 1.00331 -1.70124
H 2.23418 -1.05909 1.67535
H 2.92308 0.77662 1.81105
H -2.55258 -3.66589 0.26999
H -2.20643 -3.16308 -1.34406
H -3.73899 -2.56299 -0.25672
H -3.72556 -0.70695 1.35323
H -2.94075 -0.05188 -0.24574
H -2.05079 0.15020 1.22342

35
Properties=species:S:1:pos:R:3 method="wB97M-V/def2-TZVPD" e_above_lowest_kj_mol=0.00 lumo_energy_ev=0.04 largest_force_ev_per_a=3.5 homo_lumo_gap_ev=8.582 homo_ha=-0.3140
F 0.28381 -2.49746 4.78474
F 2.34444 -2.47485 2.84232
F -2.03011 -0.99351 4.12540
F 1.72446 -1.91418 0.34422
F -2.30289 -0.02769 1.66102
C 0.10160 -2.01289 3.54486
C 1.05844 -2.18734 2.56112
C -1.13807 -1.39495 3.20369
C 0.74045 -1.88872 1.25014
C -1.41611 -0.97641 1.93327
C -0.50695 -1.31563 0.89796
N 0.16567 0.99045 -0.83824
C 1.07735 2.45323 -2.55975
C 1.91449 1.20938 1.00016
C -0.14491 1.76304 -2.03370
C 0.49542 1.68958 0.46700
C -2.54432 -0.34564 -1.10721
C -0.14635 -1.72302 -2.32185
Si -0.68971 -0.55496 -0.83917
H 1.61378 1.69672 -3.14457
H 1.82879 2.87130 -1.84010
H 0.82015 3.28432 -3.24222
H 1.97711 1.43270 2.03320
H 2.10456 0.13848 0.82164
H 2.76960 1.69284 0.56911
H -0.59697 1.06291 -2.71577
H -0.85835 2.52020 -1.77481
H -0.34979 1.54123 1.19040
H 0.63364 2.73251 0.28062
H -2.69592 0.13311 -2.04866
H -2.99041 0.32379 -0.28563
H -3.11414 -1.27168 -1.02036
H 0.43742 -1.21371 -3.07218
H -0.99202 -2.24248 -2.84254
H 0.42585 -2.50065 -1.82409

43
Properties=species:S:1:pos:R:3 method="wB97M-V/def2-TZVPD" charge=+1 lumo_energy_ev=-3.52 largest_force_ev_per_a=5.6 homo_lumo_gap_ev=8.516 homo_ha=-0.4425
N 0.21482 3.53120 -0.43276
P -1.04297 2.54346 -1.17550
O -1.86602 3.64668 -2.24136
C -0.26140 1.11346 -2.20442
C -0.92929 1.06867 -3.68947
C -2.32375 0.28583 -3.73699
O -2.49273 -0.49754 -4.71081
I -3.94480 0.49089 -2.30192
C -0.31899 -0.37749 -1.53314
C 1.23760 -0.78406 -1.14865
C 1.01263 -1.79302 0.08094
C 2.14310 -1.73868 1.22289
C 1.67652 -1.08372 2.59827
F 2.81657 -1.15980 3.47992
F 1.45220 0.30503 2.37493
C 0.45151 -1.84273 3.32812
F 0.87553 -2.04096 4.68885
F 0.31253 -3.13791 2.77525
C -0.90273 -0.99487 3.41598
F -0.63077 0.08782 4.32071
F -1.31087 -0.39163 2.20086
C -2.16558 -1.77128 4.02590
F -3.29861 -0.91804 3.80763
F -2.47609 -2.98681 3.39574
F -2.02652 -1.85881 5.42554
C 1.78628 0.69850 -0.88795
N 1.21268 1.41675 -2.11433
H -0.22223 4.27226 0.15227
H 0.71883 4.01499 -1.21040
H -2.72687 3.22899 -2.47070
H -0.97712 2.11948 -4.14966
H -0.20013 0.46433 -4.35753
H -0.60713 -1.24523 -2.22502
H -1.04078 -0.19014 -0.66864
H 1.67206 -1.27566 -2.09836
H 1.05831 -2.85927 -0.36604
H -0.04423 -1.68378 0.49911
H 3.01864 -1.09156 0.83385
H 2.57497 -2.79470 1.37370
H 2.90869 0.76845 -1.11159
H 1.48844 1.26271 0.05705
H 1.60662 0.84022 -2.88331
H 1.57109 2.35797 -2.33896

29
Properties=species:S:1:pos:R:3 method="wB97M-V/def2-TZVPD" e_above_lowest_kj_mol=70.21 charge=+1 lumo_energy_ev=-4.43 largest_force_ev_per_a=4.4 homo_lumo_gap_ev=8.639 homo_ha=-0.4804
C 4.56349 0.88360 0.08695
C 4.38549 -0.50455 -0.17949
C 3.44939 1.79360 0.01444
C 3.10299 -0.94787 -0.40287
C 2.14156 1.27314 0.10881
C 2.01701 -0.09311 -0.14303
C -2.22021 1.83817 0.42744
C -2.67524 0.68400 0.04660
C -1.70428 -0.43795 -0.28911
C 0.73507 -0.79647 0.05004
C -4.06867 0.37145 -0.31923
C 0.79749 -2.15228 0.64978
N -0.28244 -0.10098 -0.41048
H 5.45830 1.29624 0.33918
H 5.26271 -1.15921 -0.08240
H 3.57282 2.83025 0.14725
H 2.91461 -1.85028 -0.93542
H 1.25574 1.91849 0.51692
H -2.93569 2.63617 0.47608
H -1.70856 -1.21434 0.41261
H -1.95849 -0.69481 -1.26659
H -4.17492 0.52367 -1.38800
H -4.86411 0.81311 0.23438
H -4.07804 -0.75684 -0.18432
H 1.61023 -2.01454 1.31460
H 1.06864 -2.95697 -0.07537
H -0.06598 -2.41652 1.34722
H -0.07243 0.59140 -1.06129
H -1.17799 2.04961 0.68902

29
Properties=species:S:1:pos:R:3 method="wB97M-V/def2-TZVPD" e_above_lowest_kj_mol=199.04 charge=+1 spin_multiplicity=3 lumo_energy_ev="-2.81 / -7.50" s2=2.022 largest_force_ev_per_a=4.0 homo_lumo_gap_ev="7.483 / 5.305" homo_ha="-0.3781 / -0.4705"
C -0.37303 3.60168 -0.75477
C -1.14019 2.72433 -0.10923
C 2.37763 0.77040 2.58885
C 2.46351 1.52531 1.46628
C 1.34766 -0.19854 2.82820
C 1.71380 1.06342 0.40891
C 0.67880 -0.72336 1.75192
C 0.82849 -0.02518 0.45299
C -1.24365 -1.70466 -2.20965
C -0.21930 -2.65535 -0.24202
C -1.77160 1.60095 0.14342
C 0.24108 -0.33583 -0.84738
N -0.43392 -1.49015 -1.02923
H -0.35278 4.68273 -0.63743
H 2.87639 1.10726 3.46776
H 3.04207 2.54186 1.32473
H 1.35572 -0.52218 3.87420
H 1.60593 1.74443 -0.45050
H -0.20229 -1.40890 1.79423
H -2.25451 -1.60998 -1.80084
H -1.06955 -0.99434 -2.97730
H -1.03665 -2.71835 -2.65015
H 0.78985 -2.70646 0.03062
H -0.96250 -2.86794 0.41545
H -0.27447 -3.52010 -0.92567
H -1.76444 1.25688 1.10606
H -2.38984 1.16584 -0.66790
H 0.32486 0.45116 -1.63769
H 0.60225 3.28759 -1.15961